No. 1
{"formula": "ClNa3", "method": "the ωB97M-V functional and the def2-TZVPD basis", "multiplicity": 1, "orbital_gap_ha": 0.31732, "e_homo_ev": -18.236, "e_tot_ha": -946.604849, "charge": 2, "species": ["Na", "Na", "Na", "Cl"], "xyz": [[-1.301, -0.764, -1.632], [2.189, -0.443, 0.590], [-0.215, 1.857, -0.139], [-0.674, -0.650, 1.180]]}

=====

No. 2
{"formula": "C7H13NOP", "method": "the ωB97M-V functional and the def2-TZVPD basis", "multiplicity": 1, "orbital_gap_ha": [0.26379, 0.26377], "e_homo_ev": [-13.338, -13.338], "e_tot_ha": -745.503359, "charge": 1, "species": ["C", "C", "C", "C", "C", "C", "C", "N", "O", "P", "H", "H", "H", "H", "H", "H", "H", "H", "H", "H", "H", "H", "H"], "xyz": [[-2.427, 1.997, -1.600], [1.056, 1.315, 2.167], [-2.386, 0.554, -1.998], [-1.272, 2.143, -0.532], [-1.307, -0.083, -1.096], [-0.210, -0.744, -1.889], [0.972, -1.586, 2.331], [-0.741, 1.006, -0.327], [-3.131, 2.891, -1.930], [-0.085, -0.022, 1.890], [1.671, 0.865, 3.024], [1.612, 1.307, 1.204], [-3.435, 0.306, -1.892], [-2.237, 0.553, -3.057], [-0.845, 2.925, 0.179], [0.517, 2.307, 2.338], [-1.691, -0.921, -0.537], [-0.463, -1.607, -2.521], [0.683, -1.032, -1.340], [0.259, -0.156, -2.614], [1.872, -1.452, 2.856], [1.201, -1.986, 1.260], [0.245, -2.188, 2.857]]}

=====

Computed strongest force on any atom (Eh/bohr) in order:
0.044; 0.082
Computed ΔE to the lowest compared entry with this formula, charge and spin (kJ/mol) in order:
176.2; 189.0